*one*
Below is a 2-piece molecular cluster, C3H9N2 overall, with properties calculated with wB97M-V/def2-TZVPD.

ORCA input file:
```
! wB97M-V def2-TZVPD RIJCOSX def2/J DEFGRID3
* xyz 1 1
C -1.79 -0.05 0.35
C 2.43 -0.51 0.01
C 1.79 0.75 0.17
N -3.01 -0.21 -0.15
N -0.77 0.35 -0.29
H -1.65 -0.31 1.39
H 1.67 -1.31 -0.02
H 3.00 -0.59 -0.91
H 3.01 -0.78 0.90
H 1.71 1.46 -0.64
H 1.47 1.09 1.15
H -3.78 -0.51 0.42
H -3.21 0.01 -1.11
H -0.88 0.61 -1.27
*
```

**HOMO energy**: -13.78 eV


*two*
Below is an isolated ion of composition C3H9N2 and charge +1, with properties calculated with wB97M-V/def2-TZVPD.

ORCA input file:
```
! wB97M-V def2-TZVPD RIJCOSX def2/J DEFGRID3
* xyz 1 1
C -1.13 -0.97 -0.15
N -0.40 -0.04 0.29
C -0.45 0.36 1.69
C 0.68 0.58 -0.57
N 1.05 -0.32 -1.63
H -1.11 -1.20 -1.21
H -1.76 -1.58 0.49
H 0.54 0.40 2.12
H -0.93 1.32 1.82
H -0.98 -0.38 2.27
H 1.49 0.74 0.13
H 0.32 1.51 -0.99
H 0.63 -0.01 -2.50
H 2.06 -0.41 -1.76
*
```

**Structure (SMILES)**: C=[N+](C)CN
**HOMO energy**: -14.91 eV


*three*
Below is a 2-piece molecular cluster, C3H9N2 overall, with properties calculated with wB97M-V/def2-TZVPD.

ORCA input file:
```
! wB97M-V def2-TZVPD RIJCOSX def2/J DEFGRID3
* xyz 1 1
C -1.77 -0.94 -0.06
C 0.24 2.05 -0.03
C 1.41 -1.06 0.36
N -1.37 0.40 -0.22
N -0.20 0.69 -0.13
H -1.49 -1.40 0.88
H -1.27 -1.66 -0.76
H -2.77 -1.16 -0.28
H 1.07 2.16 -0.66
H 0.55 2.36 1.02
H -0.54 2.90 -0.27
H 2.16 -0.34 0.51
H 1.32 -1.87 -0.48
H 0.86 -1.24 1.24
*
```

**HOMO energy (spin up / spin down)**: -14.66 / -14.66 eV


The structure with the greatest stability is *two*.


*one*
Below is an isolated ion of composition C3H9N2 and charge +1, with properties calculated with wB97M-V/def2-TZVPD.

ORCA input file:
```
! wB97M-V def2-TZVPD RIJCOSX def2/J DEFGRID3
* xyz 1 1
C -2.22 0.81 0.70
C -1.10 0.59 -0.33
N 0.08 -0.10 0.17
C 1.14 -0.32 -0.55
N 2.24 -0.90 -0.14
H -1.98 1.68 1.29
H -3.12 1.06 0.15
H -2.29 -0.04 1.36
H -1.51 0.03 -1.18
H -0.86 1.53 -0.78
H -0.03 -0.65 1.02
H 1.10 0.20 -1.51
H 2.29 -1.44 0.71
H 2.96 -1.07 -0.83
*
```

**Structure (SMILES)**: CC/[NH+]=C/N
**HOMO energy**: -15.27 eV


*two*
Below is a 2-piece molecular cluster, C3H9N2 overall, with properties calculated with wB97M-V/def2-TZVPD.

ORCA input file:
```
! wB97M-V def2-TZVPD RIJCOSX def2/J DEFGRID3
* xyz 1 1
C -1.81 -0.12 1.07
C 2.68 0.46 -1.15
C -0.53 0.48 0.47
N -0.16 -1.52 -0.72
N 0.18 -0.50 -0.28
H -1.85 -1.06 1.45
H -2.07 0.50 1.85
H -2.75 -0.04 0.37
H 3.48 0.38 -0.59
H 2.28 1.40 -0.98
H 2.16 -0.20 -1.82
H 0.07 0.91 1.15
H -0.65 1.33 -0.22
H -1.04 -2.01 -0.59
*
```

**HOMO energy (spin up / spin down)**: -13.43 / -15.19 eV


The structure with the greatest stability is *one*.


*one*
Below is an isolated molecule of C5H14N2, with properties calculated with wB97M-V/def2-TZVPD.

ORCA input file:
```
! wB97M-V def2-TZVPD RIJCOSX def2/J DEFGRID3
* xyz 0 1
C -0.28 -1.86 2.22
N -0.11 -1.14 0.96
C -0.78 0.11 0.73
C -0.35 0.64 -0.70
C -0.86 2.11 -0.71
N 1.03 0.49 -0.99
C 1.60 -0.61 -1.70
H 0.55 -1.73 2.94
H -1.16 -1.42 2.71
H -0.52 -2.90 1.99
H 0.86 -0.98 0.75
H -0.50 0.95 1.42
H -1.85 0.30 0.72
H -1.06 0.21 -1.44
H -1.11 2.61 0.24
H -0.35 2.79 -1.41
H -1.91 2.12 -1.10
H 1.60 1.27 -0.72
H 1.84 -0.50 -2.78
H 0.85 -1.41 -1.82
H 2.51 -1.05 -1.31
*
```

**Structure (SMILES)**: CNC[C@@H](C)NC
**HOMO energy**: -8.03 eV


*two*
Below is an isolated molecule of C5H14N2, with properties calculated with wB97M-V/def2-TZVPD.

ORCA input file:
```
! wB97M-V def2-TZVPD RIJCOSX def2/J DEFGRID3
* xyz 0 1
C -0.45 0.44 -1.86
C 0.88 0.50 -1.10
N 1.98 -0.21 -1.90
C 0.85 -0.37 0.17
N -0.12 0.11 1.20
C -0.22 -0.92 2.26
C -1.36 0.83 1.14
H -0.55 -0.49 -2.43
H -0.61 1.37 -2.40
H -1.30 0.42 -1.17
H 1.11 1.55 -0.93
H 1.69 -1.18 -1.91
H 1.82 0.18 -2.82
H 1.77 -0.62 0.68
H 0.39 -1.32 -0.15
H 0.59 -1.64 2.14
H -1.24 -1.31 2.31
H -0.02 -0.48 3.24
H -1.36 1.74 0.54
H -2.19 0.13 0.90
H -1.64 1.28 2.09
*
```

**Structure (SMILES)**: C[C@H](N)CN(C)C
**HOMO energy**: -7.87 eV


*three*
Below is an isolated molecule of C5H14N2, with properties calculated with wB97M-V/def2-TZVPD.

ORCA input file:
```
! wB97M-V def2-TZVPD RIJCOSX def2/J DEFGRID3
* xyz 0 1
C -2.11 -2.16 -0.27
N -0.83 -1.46 -0.03
C -0.70 -0.27 -0.87
C 0.47 0.62 -0.46
C 1.82 -0.10 -0.43
N 0.11 1.25 0.80
C 1.03 2.31 1.23
H -2.84 -1.48 -0.70
H -2.45 -2.61 0.67
H -2.02 -2.99 -0.97
H -0.11 -2.11 -0.33
H -0.64 -0.52 -1.95
H -1.58 0.34 -0.72
H 0.49 1.42 -1.22
H 1.65 -1.14 -0.17
H 2.55 0.31 0.25
H 2.22 -0.18 -1.45
H 0.05 0.53 1.51
H 1.85 1.98 1.87
H 1.52 2.75 0.35
H 0.47 3.09 1.71
*
```

**Structure (SMILES)**: CNC[C@H](C)NC
**HOMO energy**: -8.51 eV


*four*
Below is an isolated molecule of C5H14N2, with properties calculated with wB97M-V/def2-TZVPD.

ORCA input file:
```
! wB97M-V def2-TZVPD RIJCOSX def2/J DEFGRID3
* xyz 0 1
N 0.12 -3.00 0.61
C -0.72 -2.36 -0.40
C -0.13 -1.06 -0.75
C -0.19 -0.01 0.36
C -0.71 1.33 -0.04
C 0.56 2.22 -0.48
N 1.31 2.86 0.57
H 0.04 -2.66 1.51
H -0.21 -3.96 0.81
H -1.76 -1.99 0.06
H -0.77 -3.06 -1.32
H -0.60 -0.79 -1.75
H 0.95 -1.28 -1.08
H -0.88 -0.32 1.17
H 0.84 0.09 0.92
H -1.37 1.44 -0.90
H -1.08 1.85 0.93
H 1.18 1.49 -1.04
H 0.06 2.95 -1.08
H 1.79 3.67 0.34
H 1.58 2.60 1.56
*
```

**Structure (SMILES)**: NCCCCCN
**HOMO energy**: -8.54 eV


The structure with the greatest stability is *three*.


*one*
Below is an isolated molecule of C5H14N2, with properties calculated with wB97M-V/def2-TZVPD.

ORCA input file:
```
! wB97M-V def2-TZVPD RIJCOSX def2/J DEFGRID3
* xyz 0 1
C -1.80 -1.90 -0.57
C -0.90 -1.14 0.39
C 0.07 -0.19 -0.32
C -0.66 0.98 -0.98
N 1.08 0.22 0.66
C 2.26 0.85 0.10
N 0.49 0.98 1.71
H -2.40 -2.63 -0.02
H -2.48 -1.23 -1.09
H -1.21 -2.44 -1.31
H -0.30 -1.85 0.96
H -1.50 -0.57 1.09
H 0.62 -0.75 -1.08
H 0.04 1.68 -1.42
H -1.27 1.51 -0.25
H -1.31 0.62 -1.77
H 2.07 1.85 -0.31
H 2.66 0.21 -0.69
H 3.01 0.93 0.89
H 0.44 1.97 1.48
H 1.07 0.87 2.54
*
```

**Structure (SMILES)**: CC[C@@H](C)N(C)N
**HOMO energy**: -8.55 eV


*two*
Below is an isolated molecule of C5H14N2, with properties calculated with wB97M-V/def2-TZVPD.

ORCA input file:
```
! wB97M-V def2-TZVPD RIJCOSX def2/J DEFGRID3
* xyz 0 1
C -1.91 0.51 -1.83
C -0.56 0.04 -1.34
C -0.56 -0.29 0.16
N -1.39 -1.46 0.49
C 0.85 -0.66 0.62
N 1.77 0.47 0.48
C 2.01 1.19 1.73
H -2.28 1.39 -1.32
H -1.84 0.86 -2.88
H -2.60 -0.32 -1.98
H -0.23 -0.84 -1.90
H 0.21 0.80 -1.46
H -1.04 0.50 0.74
H -0.99 -2.37 0.33
H -2.37 -1.50 0.23
H 0.87 -1.12 1.62
H 1.19 -1.46 -0.05
H 2.65 0.16 0.13
H 1.06 1.21 2.26
H 2.71 0.71 2.44
H 2.46 2.16 1.52
*
```

**Structure (SMILES)**: CC[C@@H](N)CNC
**HOMO energy**: -8.67 eV


*three*
Below is a 2-piece molecular cluster, C5H14N2 overall, with properties calculated with wB97M-V/def2-TZVPD.

ORCA input file:
```
! wB97M-V def2-TZVPD RIJCOSX def2/J DEFGRID3
* xyz 0 1
C -1.24 -1.18 1.34
C -0.94 -0.10 0.31
N -1.85 -0.03 -0.80
C -0.32 1.06 0.73
N -0.57 2.30 0.09
H -1.15 -2.16 0.87
H -2.25 -1.08 1.74
H -0.53 -1.13 2.17
H -2.31 -0.91 -0.99
H -2.55 0.70 -0.70
H 0.01 1.14 1.76
H -0.77 2.17 -0.89
H 0.18 2.96 0.22
C 2.21 0.10 -0.52
C 1.49 -1.09 -1.02
H 3.15 -0.14 -0.02
H 1.46 0.65 0.20
H 2.38 0.86 -1.29
H 1.70 -2.00 -0.46
H 1.59 -1.26 -2.09
H 0.31 -0.87 -0.64
*
```

**Structure (SMILES)**: C/C(N)=C/N.CC
**HOMO energy**: -7.42 eV


*four*
Below is a 2-piece molecular cluster, C5H14N2 overall, with properties calculated with wB97M-V/def2-TZVPD.

ORCA input file:
```
! wB97M-V def2-TZVPD RIJCOSX def2/J DEFGRID3
* xyz 0 1
C 2.20 1.29 -0.86
N 2.28 0.34 0.21
N 1.71 -0.75 -0.01
C 1.78 -1.70 1.06
H 3.22 1.55 -1.14
H 1.64 0.91 -1.72
H 1.72 2.19 -0.46
H 2.35 -1.32 1.92
H 0.76 -1.95 1.36
H 2.24 -2.60 0.66
C -2.10 -0.65 0.83
C -1.59 -0.20 -0.53
C -1.69 1.31 -0.69
H -3.13 -0.35 0.97
H -1.50 -0.21 1.62
H -2.04 -1.74 0.92
H -2.18 -0.68 -1.32
H -0.55 -0.51 -0.66
H -1.32 1.63 -1.66
H -1.09 1.81 0.08
H -2.72 1.65 -0.59
*
```

**Structure (SMILES)**: C/N=N/C.CCC
**HOMO energy**: -9.05 eV


The structure with the greatest stability is *two*.


*one*
Below is a 2-piece molecular cluster, C5H14N2 overall, with properties calculated with wB97M-V/def2-TZVPD.

ORCA input file:
```
! wB97M-V def2-TZVPD RIJCOSX def2/J DEFGRID3
* xyz 0 1
N 1.96 -0.48 -0.50
C 1.01 -0.92 -1.46
C 0.14 -1.90 -1.27
N -0.73 -2.38 -2.29
H 2.26 0.46 -0.70
H 2.79 -1.07 -0.50
H 0.95 -0.32 -2.37
H 0.11 -2.36 -0.28
H -1.61 -2.65 -1.85
H -0.38 -3.26 -2.65
C -0.30 0.29 1.95
C -0.97 1.62 1.64
C -0.60 2.17 0.27
H -0.64 -0.45 1.22
H -0.50 -0.06 2.97
H 0.78 0.39 1.90
H -0.69 2.36 2.40
H -2.06 1.56 1.75
H -1.22 3.03 0.04
H 0.42 2.55 0.26
H -0.72 1.43 -0.53
*
```

**Structure (SMILES)**: N/C=C/N.CCC
**HOMO energy**: -8.49 eV


*two*
Below is C5H14N2 as an isolated structure, with properties calculated with wB97M-V/def2-TZVPD.

ORCA input file:
```
! wB97M-V def2-TZVPD RIJCOSX def2/J DEFGRID3
* xyz 0 1
C 0.50 -0.74 -1.33
C 0.92 -0.17 0.01
C 0.14 1.07 0.38
C -1.35 0.74 0.74
N -2.18 0.18 -0.26
C -2.53 -1.14 0.18
N 3.38 0.57 0.01
H -0.17 -0.07 -1.85
H -0.05 -1.67 -1.22
H 1.37 -0.95 -1.95
H 2.08 0.24 -0.11
H 1.02 -0.92 0.80
H 0.63 1.68 1.13
H 0.06 1.66 -0.54
H -1.80 1.70 1.02
H -1.32 0.16 1.68
H -1.62 -1.77 0.32
H -3.20 -1.66 -0.50
H -2.99 -1.16 1.18
H 3.78 1.25 -0.64
H 3.34 1.00 0.93
*
```

**HOMO energy**: -6.85 eV


*three*
Below is an isolated molecule of C5H14N2, with properties calculated with wB97M-V/def2-TZVPD.

ORCA input file:
```
! wB97M-V def2-TZVPD RIJCOSX def2/J DEFGRID3
* xyz 0 1
C 0.58 -0.28 2.18
C 0.85 0.10 0.72
N 2.30 0.16 0.49
C 0.19 -0.95 -0.22
C -1.30 -0.73 -0.47
C -1.68 0.55 -1.26
N -0.53 1.11 -1.96
H -0.20 0.26 2.69
H 1.48 -0.11 2.75
H 0.41 -1.36 2.25
H 0.29 1.02 0.53
H 2.55 -0.33 -0.36
H 2.61 1.12 0.45
H 0.39 -1.88 0.29
H 0.66 -1.15 -1.18
H -1.64 -1.61 -1.01
H -1.77 -0.77 0.52
H -2.09 1.25 -0.53
H -2.41 0.28 -2.00
H -0.83 1.86 -2.57
H 0.16 1.45 -1.31
*
```

**Structure (SMILES)**: C[C@@H](N)CCCN
**HOMO energy**: -9.13 eV


The structure with the greatest stability is *three*.


*one*
Below is a 2-piece molecular cluster, C2H9NS2 overall, with properties calculated with wB97M-V/def2-TZVPD.

ORCA input file:
```
! wB97M-V def2-TZVPD RIJCOSX def2/J DEFGRID3
* xyz 0 1
C 0.40 1.54 1.13
C -0.44 0.50 0.38
N -1.07 -0.48 1.28
H -0.21 2.19 1.75
H 0.95 2.19 0.47
H 1.16 1.08 1.77
H 0.23 0.02 -0.33
H -1.21 1.06 -0.16
H -2.02 -0.21 1.47
H -0.58 -0.48 2.16
S 0.71 -0.96 -2.96
S 0.68 -2.83 -2.01
H 2.00 -0.68 -2.73
H -0.63 -2.95 -2.24
*
```

**Structure (SMILES)**: CCN.SS
**HOMO energy**: -8.42 eV


*two*
Below is a 2-piece molecular cluster, C2H9NS2 overall, with properties calculated with wB97M-V/def2-TZVPD.

ORCA input file:
```
! wB97M-V def2-TZVPD RIJCOSX def2/J DEFGRID3
* xyz 0 1
C -1.32 -1.37 -0.63
N -0.96 -0.73 -2.02
C -0.57 -1.76 -2.93
H -0.44 -1.68 -0.02
H -1.94 -0.66 0.00
H -1.88 -2.29 -0.96
H -0.18 -0.13 -1.77
H -0.11 -2.59 -2.45
H 0.02 -1.43 -3.75
H -1.40 -2.40 -3.26
S 0.01 1.84 1.41
S 1.48 0.32 1.48
H -0.76 1.50 0.31
H 0.84 -0.83 1.28
*
```

**Structure (SMILES)**: CNC.SS
**HOMO energy**: -9.04 eV


The structure with the greatest stability is *one*.